(1)
{"formula": "C3H7N5", "method": "the ωB97M-V functional and the def2-TZVPD basis", "symbols": ["H", "H", "N", "H", "C", "C", "H", "H", "H", "N", "H", "N", "N", "C", "N"], "xyz": [[0.202, -2.186, -0.470], [-2.159, -2.335, -0.047], [-0.648, 1.169, -0.071], [-2.432, 2.313, -0.088], [-1.951, 1.275, 0.258], [-0.565, -1.391, -0.138], [1.119, 2.027, -0.594], [2.699, 1.564, -0.039], [3.085, -1.171, 0.613], [1.987, -1.176, 0.179], [-2.627, 0.431, 0.486], [-0.057, -0.149, -0.069], [-1.755, -1.424, 0.000], [1.346, -0.128, 0.021], [1.756, 1.181, -0.041]], "forces_ev_per_a": [[-1.31, 1.19, 0.91], [-0.25, -0.74, -0.33], [-4.57, -2.00, 0.73], [1.39, -2.17, 1.34], [1.95, 1.25, -2.62], [3.90, -0.74, -1.77], [1.96, -4.06, 2.49], [-0.06, -1.46, 0.20], [-4.16, 0.69, -2.23], [4.88, -2.66, 2.55], [0.75, 0.68, 0.05], [2.37, 2.73, 0.08], [-6.45, -1.66, 1.18], [0.21, 4.02, -0.42], [-0.61, 4.93, -2.16]], "nbo_charge": [0.22, 0.35, -0.27, 0.19, -0.11, 0.28, 0.44, 0.40, 0.38, -0.80, 0.24, -0.33, -0.71, 0.59, -0.87], "e_lumo_ev": 0.920, "de_lowest_kj_mol": 405.9, "gap_ev": 9.6, "smiles": "[H]/N=C/N(N=C)/C(N)=N/[H]"}


(2)
{"formula": "C3H7N5", "method": "the ωB97M-V functional and the def2-TZVPD basis", "symbols": ["C", "H", "N", "N", "H", "H", "H", "H", "N", "N", "H", "H", "C", "N", "C"], "xyz": [[-0.062, -0.901, -1.181], [-2.794, -0.381, 0.404], [-0.890, -0.216, -0.259], [1.096, -0.452, -1.456], [-0.606, -1.745, -1.640], [-2.669, 0.308, -1.204], [1.271, -0.868, 1.278], [1.482, -1.065, -2.137], [2.714, 0.440, 1.430], [0.469, 1.143, 1.302], [2.782, 1.467, 1.522], [-1.407, 1.638, 0.674], [1.468, 0.170, 1.269], [-2.294, -0.441, -0.554], [-0.561, 0.902, 0.551]], "forces_ev_per_a": [[0.08, 1.13, 0.20], [0.85, -0.09, -2.36], [-0.75, 0.12, -0.31], [-1.30, -0.21, 0.56], [0.36, 0.34, 0.30], [0.66, -0.96, 1.21], [-0.96, -1.11, -0.34], [0.79, -0.53, -0.71], [-1.22, 0.53, -0.05], [-1.57, -0.95, -1.97], [0.19, -0.35, -0.14], [0.76, -0.90, -0.46], [2.81, 1.01, 1.12], [-0.42, 1.22, 1.79], [-0.27, 0.75, 1.16]], "nbo_charge": [0.26, 0.37, -0.34, -0.64, 0.19, 0.36, 0.16, 0.35, -0.60, -0.48, 0.33, 0.18, 0.23, -0.65, 0.29], "e_lumo_ev": 0.417, "de_lowest_kj_mol": 242.1, "gap_ev": 9.7, "smiles": "[H]/N=C\\N=C/N(N)/C=N/[H]"}


(3)
{"formula": "C3H7N6O", "method": "the ωB97M-V functional and the def2-TZVPD basis", "symbols": ["H", "N", "O", "N", "H", "H", "C", "N", "N", "H", "N", "H", "H", "C", "C", "N", "H"], "xyz": [[-3.353, 0.533, -0.187], [-0.309, 1.119, 0.520], [1.245, -1.772, 0.273], [1.771, 0.436, 0.074], [-0.341, -1.363, 0.020], [-2.037, -1.422, -0.422], [-1.328, 0.422, 0.047], [-2.498, 1.067, -0.130], [3.410, -1.126, 0.177], [4.095, -0.391, 0.099], [3.079, 2.489, 0.030], [-2.593, 2.042, 0.114], [-0.213, 2.110, 0.354], [2.459, 1.513, 0.095], [2.083, -0.905, 0.206], [-1.236, -0.872, -0.153], [3.715, -2.081, 0.045]], "forces_ev_per_a": [[0.06, 0.09, 0.02], [1.66, -0.17, 1.33], [-0.37, -0.19, 0.11], [-1.72, 1.39, -1.08], [-0.03, 0.24, 0.01], [-0.06, 0.16, -0.09], [-1.40, -0.39, -0.68], [-0.01, -0.11, 0.02], [0.06, -0.31, -0.09], [-0.08, -0.05, 0.04], [0.72, 1.40, 0.02], [0.05, -0.13, -0.07], [0.00, 0.17, -0.46], [-0.36, -1.55, 0.35], [1.40, -0.55, 0.45], [0.10, -0.12, 0.05], [-0.02, 0.12, 0.05]], "nbo_charge": [0.42, -0.38, -0.60, -0.32, 0.46, 0.42, 0.59, -0.74, -0.77, 0.42, -0.16, 0.43, 0.39, 0.36, 0.77, -0.73, 0.44], "e_lumo_ev": [-7.296, -6.793], "de_lowest_kj_mol": 148.5, "charge": 1, "gap_ev": [7.2, 8.2]}


(4)
{"formula": "C3H7N6O", "method": "the ωB97M-V functional and the def2-TZVPD basis", "symbols": ["H", "H", "H", "H", "N", "N", "C", "N", "C", "C", "H", "O", "H", "N", "N", "N", "H"], "xyz": [[1.243, 3.260, 3.315], [-0.371, -3.180, -3.881], [-0.245, -4.130, -2.348], [-0.083, 3.617, 2.500], [-0.660, 0.128, -0.806], [-0.479, -1.077, -2.808], [-0.633, -2.175, -2.189], [0.554, 2.862, 2.651], [-0.720, 0.756, 0.210], [0.551, 1.677, 2.062], [2.277, 1.118, 2.246], [-0.897, 0.136, -2.097], [-1.682, 1.362, 1.912], [-0.704, 1.276, 1.379], [-0.355, -3.261, -2.846], [1.365, 0.732, 1.955], [-0.964, -2.281, -1.130]], "forces_ev_per_a": [[-0.12, -1.55, -0.83], [0.60, -0.52, 1.02], [-0.24, -0.22, -0.36], [-0.84, -0.34, -0.78], [5.17, -4.64, 1.53], [-1.38, 5.44, -0.38], [-0.32, -1.31, 3.67], [0.45, 2.65, 1.73], [-2.33, 1.91, 0.07], [-1.46, -2.71, -1.00], [-0.07, -0.76, 0.01], [-1.54, -1.23, -4.28], [2.67, 0.58, -1.60], [-3.33, 2.12, 3.12], [-0.11, -0.49, -1.57], [2.47, 0.74, 0.41], [0.37, 0.34, -0.77]], "nbo_charge": [0.43, 0.45, 0.44, 0.42, -0.26, -0.07, 0.26, -0.83, 0.55, 0.57, 0.35, 0.01, 0.44, -0.64, -0.65, -0.68, 0.24], "e_lumo_ev": [-2.797, -7.672], "spin_multiplicity": 3, "charge": 1, "gap_ev": [6.7, 5.4], "s_squared": 2.0175}


(5)
{"formula": "C3H7NO", "method": "the ωB97M-V functional and the def2-TZVPD basis", "symbols": ["H", "H", "C", "H", "N", "H", "H", "C", "H", "O", "H", "C"], "xyz": [[1.724, -0.881, -1.233], [-2.050, 0.005, 1.835], [-1.858, 0.005, -0.356], [-1.302, 0.005, 2.037], [-0.594, -0.021, -0.141], [1.757, 0.907, -1.200], [-2.343, 0.954, -0.565], [2.079, -0.003, -0.683], [-2.393, -0.920, -0.554], [1.558, -0.016, 0.646], [3.165, -0.026, -0.587], [0.256, -0.009, 0.800]], "forces_ev_per_a": [[0.05, 0.12, 0.08], [-0.01, 0.01, 0.22], [0.29, 0.00, -0.71], [-0.31, 0.00, 0.12], [-0.14, 0.02, 0.73], [0.06, -0.13, 0.07], [-0.05, -0.06, 0.08], [0.13, 0.00, -0.37], [0.01, 0.06, 0.04], [0.05, 0.00, 0.01], [-0.16, 0.01, -0.07], [0.08, -0.03, -0.19]], "nbo_charge": [0.19, -0.07, -0.09, 0.01, -0.47, 0.19, 0.18, -0.27, 0.18, -0.49, 0.20, 0.43], "e_lumo_ev": 0.601, "de_lowest_kj_mol": 477.5, "gap_ev": 9.0}


(6)
{"formula": "C3H7NO", "method": "the ωB97M-V functional and the def2-TZVPD basis", "symbols": ["H", "H", "C", "H", "O", "N", "H", "C", "C", "H", "H", "H"], "xyz": [[-1.268, -0.573, 0.000], [-0.089, 0.835, 1.360], [0.515, 0.216, 0.627], [0.051, -0.885, -1.101], [-0.437, 1.957, -1.656], [1.165, -0.908, 1.406], [1.390, -1.783, 0.920], [-0.432, -0.130, -0.444], [-0.856, 0.879, -1.472], [1.268, 0.806, 0.165], [0.499, -1.180, 2.171], [-1.806, 0.764, -1.975]], "forces_ev_per_a": [[-1.69, -0.87, 0.20], [1.22, -0.48, -0.54], [0.15, 0.16, 1.83], [-0.31, -0.20, 0.32], [2.66, 2.93, -0.23], [-1.77, 0.29, 0.82], [-0.28, 0.76, -0.31], [1.01, -1.31, -2.19], [-2.19, -0.72, 1.56], [0.93, 0.77, 0.11], [1.02, 0.27, -1.04], [-0.76, -1.59, -0.54]], "nbo_charge": [0.22, 0.19, -0.21, 0.22, -0.51, -0.84, 0.36, -0.53, 0.44, 0.20, 0.35, 0.11], "e_lumo_ev": 0.941, "de_lowest_kj_mol": 184.8, "gap_ev": 10.3, "smiles": "NCCC=O"}


(7)
{"formula": "C3H7NO", "method": "the ωB97M-V functional and the def2-TZVPD basis", "symbols": ["O", "C", "H", "C", "H", "H", "N", "C", "H", "H", "H", "H"], "xyz": [[-1.391, 0.881, -0.364], [-0.753, 0.862, 0.657], [0.617, -1.471, -0.118], [-0.006, -2.156, -0.682], [0.672, -2.680, -1.348], [-0.341, -3.022, -0.100], [0.718, 0.975, 0.910], [0.730, 2.150, 0.272], [-0.818, -1.558, -1.070], [-1.112, 0.753, 1.692], [0.995, 2.969, 0.953], [0.688, 2.298, -0.802]], "forces_ev_per_a": [[0.17, 0.03, 0.88], [0.40, -1.85, -0.99], [0.05, -0.17, 0.48], [0.64, -0.72, 0.58], [-0.18, 0.54, -0.97], [-0.37, 0.62, 0.49], [-2.09, 2.94, -1.15], [2.61, -1.39, 2.50], [-0.11, -0.38, -0.62], [-0.56, -0.06, -0.25], [0.81, 0.34, -0.85], [-1.36, 0.08, -0.10]], "nbo_charge": [-0.55, 0.49, 0.21, -0.87, 0.21, 0.21, -0.51, 0.06, 0.23, 0.15, 0.17, 0.19], "e_lumo_ev": -0.620, "de_lowest_kj_mol": 426.6, "gap_ev": 8.9}


(8)
{"formula": "C3H7NO", "method": "the ωB97M-V functional and the def2-TZVPD basis", "symbols": ["H", "C", "H", "H", "C", "C", "N", "O", "H", "H", "H", "H"], "xyz": [[1.483, 0.546, 1.296], [0.562, 1.136, 1.332], [0.251, 1.026, -0.777], [-1.258, 1.295, 0.111], [-0.293, 0.775, 0.140], [-0.791, -0.978, -1.154], [-0.042, -2.020, -1.492], [-0.475, -0.649, 0.131], [0.056, 0.930, 2.280], [0.827, 2.198, 1.290], [0.686, -2.402, -0.886], [-0.016, -2.234, -2.475]], "forces_ev_per_a": [[-0.09, 0.13, 0.08], [0.02, 0.00, 0.08], [-0.12, 0.24, 0.18], [0.10, -0.18, 0.11], [0.13, 0.43, 0.10], [0.44, -0.40, -0.01], [-0.11, 0.14, -0.15], [0.02, 0.03, -0.40], [0.04, 0.03, -0.12], [-0.07, -0.16, 0.06], [-0.23, 0.11, -0.09], [-0.14, -0.37, 0.16]], "nbo_charge": [0.21, -0.63, 0.17, 0.19, -0.07, 0.30, -0.81, -0.58, 0.21, 0.21, 0.38, 0.40], "e_lumo_ev": 1.147, "de_lowest_kj_mol": 252.2, "gap_ev": 9.6}


(9)
{"formula": "C3H7NO", "method": "the ωB97M-V functional and the def2-TZVPD basis", "symbols": ["C", "H", "H", "H", "H", "H", "C", "O", "H", "C", "H", "N"], "xyz": [[1.775, 0.346, 1.113], [-2.122, -1.224, -0.098], [1.081, -0.292, 0.561], [-1.671, 0.303, 0.701], [1.794, 1.339, 0.659], [1.451, 0.422, 2.154], [-1.989, -0.148, -0.245], [0.921, -0.719, -2.340], [2.773, -0.095, 1.071], [-0.043, -0.350, -1.774], [-2.948, 0.289, -0.530], [-1.023, 0.129, -1.273]], "forces_ev_per_a": [[0.00, -0.02, 0.00], [0.02, 0.16, -0.03], [0.12, 0.09, 0.13], [-0.04, -0.06, -0.15], [-0.01, -0.15, 0.07], [0.05, 0.00, -0.14], [-0.13, -0.08, 0.17], [-0.59, 0.22, 0.35], [-0.14, 0.07, 0.01], [0.03, 0.02, -0.08], [0.15, -0.06, 0.05], [0.54, -0.19, -0.38]], "nbo_charge": [-0.85, 0.20, 0.20, 0.21, 0.22, 0.21, -0.41, -0.53, 0.22, 0.86, 0.21, -0.55], "e_lumo_ev": 0.741, "de_lowest_kj_mol": 88.2, "gap_ev": 11.1, "smiles": "CN=C=O.C"}